Here is a single C21H30ClN3O3S molecule from OMol25. Energies are from the ωB97M-V functional and the def2-TZVPD basis.

Computed properties:
HOMO level   -8.635 eV
SMILES string   CC[C@H](C(=O)N[C@H]1CCCCN(C(=O)c2sc(C)cc2Cl)CC1)N1CCCC1=O
Multiplicity   1

Last column: Löwdin charge in e.
CARTESIAN COORDINATES (ANGSTROEM)
C 0.399527 4.742495 1.646992  -0.086
C 0.246542 3.339487 1.075994  -0.181
C 1.582251 2.597000 0.950852  -0.190
C 1.341043 1.271120 0.226846  -0.441
O 1.354705 1.262090 -0.996070  0.045
N 1.078938 0.192165 0.988487  0.133
C 0.668344 -1.062136 0.361241  -0.311
C 1.911456 -1.862211 -0.025596  -0.134
C 1.703981 -3.071462 -0.949125  -0.188
C 0.693546 -2.854416 -2.083366  -0.176
C -0.741884 -3.317734 -1.823003  -0.150
N -1.459542 -2.685050 -0.720247  -0.042
C -2.705480 -2.144393 -0.822008  -0.479
O -3.399299 -1.918482 0.156580  0.060
C -3.217244 -1.783345 -2.181137  -0.475
S -4.775589 -2.325442 -2.657888  1.124
C -4.754609 -1.387969 -4.098445  -0.579
C -5.889680 -1.436905 -5.068681  -0.098
C -3.614793 -0.653421 -4.181238  -0.144
C -2.745932 -0.875962 -3.077855  -0.699
Cl -1.286766 0.018766 -2.872267  0.771
C -0.995175 -2.971524 0.634664  -0.130
C -0.317882 -1.766854 1.281094  -0.100
N 2.306741 2.513770 2.217980  -0.009
C 3.551619 3.256426 2.383327  -0.135
C 4.040820 2.830781 3.771239  -0.145
C 2.748401 2.463716 4.504963  -0.072
C 1.805757 2.060940 3.390417  -0.452
O 0.760579 1.436854 3.520415  0.044
H -0.564577 5.249663 1.682885  0.075
H 0.791998 4.721620 2.666039  0.068
H 1.073657 5.347830 1.036419  0.077
H -0.432094 2.753459 1.698880  0.115
H -0.186715 3.382228 0.075253  0.123
H 2.236606 3.155398 0.280858  0.153
H 0.821166 0.363077 1.957383  0.103
H 0.143858 -0.789515 -0.556298  0.097
H 2.571823 -1.159379 -0.539884  0.114
H 2.437055 -2.172074 0.883977  0.119
H 2.675173 -3.299682 -1.393567  0.107
H 1.437649 -3.965725 -0.380221  0.097
H 0.701934 -1.808397 -2.392278  0.077
H 1.019240 -3.427016 -2.956377  0.114
H -1.325409 -3.174675 -2.730349  0.114
H -0.722550 -4.397921 -1.625514  0.130
H -5.691994 -0.765290 -5.902850  0.080
H -6.030286 -2.441542 -5.469492  0.077
H -6.826658 -1.130245 -4.602168  0.078
H -3.391497 0.030708 -4.987131  0.115
H -1.850493 -3.265563 1.242380  0.124
H -0.321694 -3.824245 0.579119  0.111
H 0.177997 -2.086871 2.204210  0.128
H -1.092634 -1.051188 1.567330  0.126
H 4.255256 2.999598 1.590867  0.126
H 3.362052 4.334325 2.329759  0.121
H 4.676361 1.949650 3.679532  0.114
H 4.615208 3.613118 4.262192  0.110
H 2.846909 1.665108 5.235571  0.121
H 2.302283 3.325241 5.009306  0.127

Force components x, y, z for each atom (eV/Å):
-0.001 0.003 -0.007
-0.037 0.029 0.034
-0.080 0.000 0.084
0.047 0.024 -0.055
0.079 -0.083 -0.005
-0.177 -0.044 0.009
-0.008 0.075 -0.048
0.062 -0.033 -0.005
0.017 -0.025 0.018
0.032 0.039 -0.028
-0.010 -0.060 -0.021
-0.106 -0.085 -0.034
0.154 0.097 -0.015
-0.038 0.006 -0.002
-0.010 0.073 0.117
-0.030 -0.115 -0.053
0.002 -0.027 0.068
-0.046 0.005 -0.038
0.035 0.028 -0.042
-0.034 0.011 -0.035
0.036 0.012 0.005
0.011 -0.040 0.066
0.014 0.003 0.057
0.123 0.035 -0.044
0.036 -0.002 0.034
-0.071 -0.023 0.006
0.080 0.053 -0.058
-0.161 -0.099 0.015
0.029 0.055 0.066
0.007 0.002 -0.002
0.004 -0.014 -0.002
-0.002 0.004 0.001
0.029 0.006 -0.017
0.005 -0.003 -0.008
-0.060 0.030 -0.038
0.130 0.015 -0.014
-0.004 0.011 0.027
-0.021 0.007 -0.008
-0.020 -0.005 0.002
-0.002 0.001 0.001
-0.002 0.009 -0.003
-0.007 0.003 0.004
-0.009 -0.008 0.008
-0.008 0.013 0.007
0.000 0.014 -0.001
0.007 0.002 0.006
0.005 0.001 0.003
0.003 -0.003 0.002
0.009 0.000 0.010
-0.015 0.009 -0.026
0.001 0.023 -0.013
0.012 -0.006 -0.021
-0.010 -0.002 -0.024
-0.001 -0.006 0.001
-0.007 -0.003 0.005
0.004 0.000 -0.002
0.000 0.000 0.006
-0.003 -0.012 -0.002
0.007 -0.001 0.008

Here is a single C7H10 molecule from OMol25. Energies are from the ωB97M-V functional and the def2-TZVPD basis.

Computed properties:
HOMO level   -9.263 eV
SMILES string   C#C[C@@H]1[C@H](C)[C@@H]1C
Multiplicity   1

Last column: Löwdin charge in e.
CARTESIAN COORDINATES (ANGSTROEM)
C 0.859827 0.652321 -1.490972  -0.063
C -0.133346 -0.438003 -1.157572  -0.261
C -0.082211 -1.191728 0.138736  -0.264
C 0.962110 -0.881977 1.186394  -0.065
C -1.230005 -0.232915 -0.125987  -0.229
C -1.339616 0.969405 0.667054  -0.122
C -1.467505 1.927041 1.388524  0.120
H 1.872390 0.246003 -1.597419  0.081
H 0.591987 1.137613 -2.434916  0.077
H 0.881078 1.426526 -0.718512  0.070
H -0.453945 -1.026870 -2.015588  0.132
H -0.363283 -2.242120 0.087518  0.132
H 0.629091 -1.208132 2.177303  0.081
H 1.900761 -1.398102 0.955015  0.080
H 1.169791 0.189808 1.248473  0.071
H -2.192651 -0.681220 -0.359668  0.137
H -1.604473 2.752349 2.051615  0.023

Force components x, y, z for each atom (eV/Å):
0.008 0.045 0.046
0.050 -0.004 -0.120
0.083 -0.135 0.049
-0.002 0.044 -0.002
-0.195 0.023 0.066
-0.042 0.331 0.270
0.038 -0.359 -0.254
-0.146 0.050 0.006
0.018 -0.053 0.142
0.018 -0.103 -0.091
0.038 0.108 0.151
0.051 0.162 -0.026
0.035 0.032 -0.135
-0.129 0.065 0.038
-0.037 -0.158 -0.017
0.151 0.051 0.048
0.061 -0.098 -0.169

Here is 5 unconnected molecules or ions with the total composition C34H72BFI4NO2 from OMol25. Energies are from the ωB97M-V functional and the def2-TZVPD basis.

Computed properties:
HOMO level   -5.333 eV
Net charge   -1
Multiplicity   1

Last column: Löwdin charge in e.
CARTESIAN COORDINATES (ANGSTROEM)
C 5.825120 -0.007091 3.247115  -0.163
C 4.313794 -0.151008 3.359758  -0.349
C 3.642802 0.448773 4.589880  -0.662
I 4.710300 0.055390 6.426807  0.795
B 2.074984 0.098876 4.737298  -1.286
I 1.809571 -2.225626 5.005973  0.622
O 1.353494 0.760756 5.824011  0.014
C 0.700979 1.792507 5.209469  -0.351
F -0.249711 2.321555 6.053991  -0.024
C 0.209981 1.222421 3.854463  -0.467
C -0.045839 2.307573 2.818146  -0.105
C -1.221048 3.212057 3.062095  -0.225
N -1.622628 3.995136 2.150002  0.106
C -0.883435 0.114408 3.922023  -0.609
I -2.645039 0.570902 5.143065  0.935
C -1.466747 -0.382135 2.601306  -0.778
C -2.390720 -1.595293 2.766579  -0.237
I 0.058823 -0.948794 1.156306  0.932
O 1.400917 0.541249 3.505139  -0.112
H 6.150284 1.010883 3.480139  0.066
H 6.151977 -0.247258 2.232228  0.064
H 6.339799 -0.673592 3.940663  0.035
H 3.841128 0.358453 2.510681  0.113
H 4.022114 -1.202276 3.279346  0.067
H 3.700623 1.541157 4.536845  0.069
H 1.377894 2.629595 4.965606  0.170
H -0.124336 1.866544 1.822848  0.075
H 0.852458 2.934167 2.788525  0.121
H -1.682481 3.172789 4.052008  0.068
H -2.405806 4.557663 2.483427  0.026
H -0.442188 -0.717680 4.469838  -0.002
H -1.983521 0.435735 2.101249  0.061
H -2.156289 -2.127099 3.689909  0.068
H -3.430114 -1.270001 2.828562  0.046
H -2.296655 -2.294034 1.939401  0.025
C -1.129901 -6.635008 -3.576880  -0.116
C -1.881543 -6.458416 -2.263066  -0.269
C -1.883413 -5.015459 -1.758993  -0.225
C -0.494036 -4.422519 -1.512111  -0.229
C 0.379988 -5.216613 -0.542141  -0.270
C -0.213209 -5.326009 0.857709  -0.104
H -0.076676 -6.368980 -3.466854  0.048
H -1.170935 -7.668508 -3.925822  0.069
H -1.551513 -5.999411 -4.359800  0.077
H -1.440400 -7.111963 -1.504852  0.098
H -2.915563 -6.792895 -2.384904  0.102
H -2.472159 -4.961625 -0.839452  0.101
H -2.404367 -4.384939 -2.487481  0.108
H -0.618348 -3.408346 -1.121588  0.076
H 0.034538 -4.317924 -2.464711  0.097
H 1.354916 -4.726235 -0.476603  0.105
H 0.572371 -6.217124 -0.944603  0.093
H -0.378765 -4.331309 1.276285  0.044
H 0.459077 -5.857620 1.532020  0.073
H -1.167459 -5.857233 0.854811  0.065
C 3.294898 -5.542968 -4.397065  -0.105
C 2.455231 -6.103063 -5.539673  -0.271
C 2.383022 -7.627892 -5.550642  -0.233
C 3.724554 -8.341042 -5.730834  -0.229
C 4.489771 -7.953823 -6.995824  -0.272
C 3.730745 -8.253706 -8.283471  -0.115
H 4.337176 -5.859483 -4.467861  0.065
H 3.283098 -4.452537 -4.393120  0.071
H 2.911739 -5.881781 -3.431261  0.071
H 2.842966 -5.735947 -6.494789  0.098
H 1.436857 -5.712945 -5.459871  0.095
H 1.692722 -7.946405 -6.337007  0.101
H 1.935936 -7.961825 -4.608598  0.105
H 3.544545 -9.421114 -5.741852  0.108
H 4.359205 -8.151046 -4.861191  0.102
H 5.443058 -8.489058 -7.004740  0.102
H 4.743619 -6.890358 -6.962595  0.098
H 3.473840 -9.314135 -8.345197  0.074
H 4.325477 -8.002348 -9.162789  0.067
H 2.800894 -7.685912 -8.343406  0.064
C 1.800646 7.161104 -2.874402  -0.117
C 2.844007 6.864713 -1.803029  -0.275
C 2.888261 5.395273 -1.385231  -0.230
C 1.581767 4.857459 -0.797169  -0.224
C 1.048487 5.629333 0.408719  -0.269
C 2.011689 5.643720 1.590635  -0.108
H 0.791852 6.943213 -2.520476  0.064
H 1.824969 8.209873 -3.175064  0.065
H 1.975332 6.552942 -3.765548  0.073
H 2.651445 7.490325 -0.926592  0.096
H 3.832419 7.155936 -2.169751  0.101
H 3.697433 5.257737 -0.662917  0.101
H 3.156526 4.787482 -2.256015  0.107
H 1.738435 3.814614 -0.503327  0.111
H 0.810756 4.833856 -1.572457  0.101
H 0.107092 5.172324 0.719345  0.071
H 0.813285 6.659545 0.120040  0.096
H 2.261059 4.625451 1.900001  0.064
H 1.573927 6.152803 2.450899  0.070
H 2.949814 6.149333 1.351122  0.062
C -7.652284 4.007853 2.832068  -0.111
C -7.203240 5.416402 3.203170  -0.272
C -7.217581 6.392834 2.027292  -0.232
C -6.309215 5.999911 0.859674  -0.230
C -4.844206 5.785768 1.235331  -0.276
C -4.174052 7.023518 1.821201  -0.109
H -6.986364 3.553928 2.096645  0.066
H -7.666431 3.354078 3.704711  0.069
H -8.658310 4.019985 2.404866  0.073
H -6.200232 5.374303 3.637115  0.098
H -7.852829 5.808942 3.990235  0.102
H -6.939583 7.386828 2.388534  0.099
H -8.243392 6.483630 1.654392  0.106
H -6.368878 6.781019 0.094427  0.107
H -6.690763 5.089315 0.390179  0.101
H -4.295794 5.467648 0.345382  0.108
H -4.762808 4.955490 1.943672  0.090
H -4.229615 7.862128 1.122599  0.075
H -3.119307 6.840463 2.032190  0.060
H -4.646758 7.337739 2.753653  0.066

Force components x, y, z for each atom (eV/Å):
0.035 0.052 0.016
-0.168 -0.017 -0.021
0.048 -0.020 0.028
0.012 -0.067 0.050
-0.052 0.339 -0.148
-0.017 -0.185 0.045
0.199 -0.067 -0.098
-0.142 0.094 -0.024
-0.065 -0.056 -0.053
-0.274 -0.207 -0.009
0.087 0.060 -0.037
0.074 -0.075 0.096
-0.167 0.047 -0.033
0.098 -0.008 0.108
0.054 0.136 0.000
0.063 0.052 0.041
-0.079 0.012 0.089
0.017 -0.053 -0.125
0.073 0.029 0.067
-0.030 -0.002 -0.051
0.023 -0.007 0.037
-0.018 0.018 -0.024
-0.024 -0.068 0.031
0.108 0.021 0.017
0.059 -0.025 0.013
-0.020 -0.004 0.073
-0.007 0.054 0.012
-0.013 -0.033 0.003
0.032 0.071 -0.005
0.022 -0.041 0.004
-0.097 0.026 0.003
0.037 -0.055 -0.083
0.072 -0.049 -0.059
0.039 -0.024 0.031
-0.031 0.052 -0.043
0.038 -0.035 -0.012
0.018 0.010 0.017
0.002 0.001 -0.002
-0.011 0.019 0.000
0.010 -0.007 -0.006
0.011 0.014 0.002
0.002 -0.005 -0.018
-0.013 0.004 -0.005
0.006 0.011 0.007
-0.011 0.002 0.008
0.002 0.002 -0.011
0.009 0.008 0.005
-0.005 -0.010 -0.001
0.014 0.007 0.007
-0.011 0.003 -0.008
-0.001 0.000 0.006
0.004 0.001 -0.006
-0.020 -0.004 0.028
0.000 0.006 0.001
0.002 -0.002 -0.008
0.003 -0.004 0.007
-0.019 0.050 0.023
-0.044 -0.055 0.001
0.010 0.016 0.013
0.006 0.019 0.004
-0.009 -0.007 0.001
-0.002 0.003 -0.003
-0.008 -0.002 0.000
0.003 -0.002 0.000
-0.001 -0.020 -0.008
0.007 0.011 -0.005
0.001 -0.001 -0.001
0.000 -0.004 -0.004
0.005 0.002 -0.004
-0.006 0.002 0.004
-0.002 -0.001 -0.007
0.003 -0.003 0.008
-0.006 0.005 0.001
0.006 -0.006 0.004
0.005 0.005 -0.002
-0.006 -0.010 -0.004
-0.002 0.009 0.016
0.001 -0.002 -0.006
0.008 -0.021 0.001
0.008 -0.001 -0.007
0.012 -0.010 0.011
0.001 0.006 0.003
0.009 -0.001 -0.002
-0.006 -0.002 0.004
0.007 -0.004 0.003
-0.003 0.002 -0.005
-0.004 -0.005 0.005
0.001 0.005 0.000
-0.008 0.002 0.003
0.006 0.004 -0.007
0.007 0.013 0.017
-0.005 -0.004 -0.016
0.008 0.005 -0.011
-0.009 -0.010 0.000
-0.008 0.013 -0.002
-0.004 -0.003 -0.011
0.014 0.003 0.008
-0.008 -0.005 -0.004
-0.007 0.012 0.009
0.047 -0.028 -0.004
-0.005 0.007 0.005
0.005 -0.001 0.008
-0.004 0.006 0.002
0.005 -0.001 -0.005
0.000 0.010 0.000
-0.004 -0.008 -0.001
0.005 0.003 -0.007
0.000 -0.002 0.007
0.005 -0.002 0.002
-0.006 0.000 0.002
0.008 -0.003 0.010
-0.015 -0.008 -0.009
-0.006 0.002 0.007
0.003 0.004 -0.016
0.003 -0.007 0.003

Values for calculated total energy, eV, ordered as above
-56236.6178, -7418.6739, -77814.1030
Values for HOMO-LUMO gap, eV, ordered as above
9.41, 10.35, 7.41
Values for energy above the lowest of the compared OMol25 structures with the same formula, charge and spin, kcal/mol, ordered as above
1.5, 54.4, 0.0